(1)
{
  "formula": "C15H18O2",
  "method": "ωB97M-V/def2-TZVPD",
  "energy_ha": -732.739684,
  "e_above_lowest_kj_mol": 332.5,
  "smiles": "CCc1ccc(O)cc1.Cc1ccc(O)cc1",
  "symbols": ["C", "C", "C", "C", "C", "C", "O", "C", "C", "H", "H", "H", "H", "H", "H", "H", "H", "H", "H", "C", "C", "C", "C", "C", "O", "C", "C", "H", "H", "H", "H", "H", "H", "H", "H"],
  "positions_angstrom": [[2.7494, 1.8308, 1.4848], [1.5396, 1.4055, 0.7020], [1.6545, -0.0163, 0.1471], [0.8922, -0.9875, 0.9151], [0.8460, -2.2449, 0.4607], [1.6482, -2.6007, -0.5702], [1.6116, -3.8148, -1.3193], [2.4659, -1.7674, -1.3146], [2.4545, -0.4191, -0.8738], [2.4065, 2.5457, 2.2540], [3.5129, 2.2914, 1.0059], [2.9890, 0.9906, 2.1273], [0.6994, 1.6058, 1.2965], [1.2160, 2.0175, -0.0719], [0.0888, -0.4158, 1.5867], [0.2174, -2.9923, 0.8383], [1.6240, -4.6174, -0.8841], [2.7679, -2.0321, -2.3072], [2.9231, 0.2638, -1.5646], [-2.5747, -1.7770, -0.6852], [-2.3942, -0.3251, -0.4948], [-2.8223, 0.2474, 0.7586], [-2.4633, 1.5218, 1.0237], [-1.8062, 2.2822, 0.0675], [-1.3545, 3.5898, 0.3587], [-1.2808, 1.6556, -1.1560], [-1.5218, 0.3370, -1.3051], [-2.6511, -2.0718, -1.8206], [-3.4268, -2.1999, -0.0475], [-1.6384, -2.1933, -0.1700], [-3.4336, -0.2520, 1.3968], [-2.8943, 1.9575, 1.8789], [-2.0935, 4.0820, 0.3312], [-0.8195, 2.2627, -1.8314], [-1.1319, -0.1597, -2.2177]],
  "forces_ev_per_angstrom": [[-2.89, -0.36, 2.92], [1.09, -1.19, -1.03], [-1.41, -0.10, 3.44], [-1.15, 4.90, -0.29], [-0.01, -1.38, 0.55], [2.18, -2.20, -4.02], [-0.79, 2.47, -0.73], [-1.53, 2.35, 2.06], [0.28, -0.94, -1.97], [0.12, 0.18, -0.38], [2.58, 0.80, -1.71], [0.87, -0.26, -0.23], [-1.37, -0.92, 1.36], [0.42, 1.64, -1.99], [1.89, -2.09, -1.01], [-0.96, -0.88, 0.74], [-0.12, -2.25, 2.02], [0.64, -0.35, 0.02], [0.27, 0.59, 0.31], [0.00, -2.05, -0.04], [-0.62, -0.48, 3.10], [1.85, -0.25, -4.55], [-0.10, 1.43, -0.87], [2.54, -0.75, -1.72], [2.99, -3.59, -0.33], [-2.38, 1.47, 4.94], [-0.06, -0.58, -2.38], [0.19, 0.28, 2.39], [0.90, 0.59, -1.27], [-1.20, -0.06, -1.27], [-1.60, -1.65, 1.70], [0.04, 0.84, 1.15], [-3.90, 3.25, 0.06], [1.53, 1.38, -1.70], [-0.27, 0.15, 0.71]]
}

***

(2)
{
  "formula": "C15H19BN8O3V",
  "method": "ωB97M-V/def2-TZVPD",
  "multiplicity": 2,
  "energy_ha": -2215.722000,
  "symbols": ["V", "C", "C", "N", "N", "C", "B", "N", "C", "C", "C", "N", "N", "C", "C", "C", "N", "H", "H", "H", "H", "H", "H", "H", "H", "H", "H", "O", "C", "O", "H", "N", "C", "N", "C", "C", "O", "C", "C", "H", "H", "H", "H", "H", "H", "H", "H"],
  "positions_angstrom": [[-0.3894, -0.4558, -1.2295], [-3.9784, 1.4003, 0.3227], [-2.7262, 1.4847, -0.2700], [-2.1985, 0.2719, -0.4464], [-3.0946, -0.6134, 0.0737], [-4.1507, 0.0404, 0.5472], [-2.7701, -2.1501, 0.0178], [-1.4324, -2.4132, 0.7498], [-1.1295, -3.2487, 1.7515], [0.2273, -3.1847, 1.9874], [0.6903, -2.2144, 1.0925], [-0.3086, -1.7593, 0.3389], [-2.5894, -2.5272, -1.4673], [-3.2610, -3.3649, -2.2700], [-2.6885, -3.3192, -3.5238], [-1.6516, -2.3903, -3.3980], [-1.5951, -1.9107, -2.1569], [-4.6507, 2.2014, 0.5765], [-2.1681, 2.3502, -0.5908], [-4.9606, -0.5050, 1.0055], [-3.6700, -2.7737, 0.5259], [-1.9041, -3.8379, 2.2154], [0.7962, -3.7444, 2.7094], [1.6838, -1.8322, 0.9079], [-4.0915, -3.9339, -1.8849], [-2.9747, -3.8769, -4.3984], [-0.9241, -2.0556, -4.1199], [2.8631, -0.9804, -1.2743], [2.3008, -1.0210, -2.3547], [1.0151, -0.9418, -2.5763], [2.8855, -1.2187, -3.2653], [0.6923, 0.9403, -0.3562], [1.3402, 1.7138, 0.2233], [2.2154, 2.4799, 0.8379], [2.0647, 3.9407, 0.8530], [3.4331, 4.5641, 1.0049], [4.0883, 4.0713, 2.1614], [4.2984, 2.6700, 2.0589], [2.9849, 1.9293, 1.9686], [1.4266, 4.2373, 1.6912], [1.5962, 4.2497, -0.0798], [3.3470, 5.6427, 1.1212], [4.0391, 4.3522, 0.1158], [4.8410, 2.3646, 2.9513], [4.9124, 2.4487, 1.1785], [2.4170, 2.0500, 2.8956], [3.1488, 0.8700, 1.7788]],
  "forces_ev_per_angstrom": [[0.63, 0.05, -0.64], [-0.05, -0.13, 0.26], [0.23, -0.02, -0.29], [-0.70, -0.03, 0.38], [0.70, -0.16, -0.27], [-0.29, 0.07, -0.04], [-0.24, 0.00, 0.06], [0.09, 0.46, -0.27], [-0.15, -0.19, -0.10], [0.09, 0.16, 0.10], [0.06, 0.08, -0.24], [-0.30, -0.73, 0.72], [0.33, 0.44, 0.13], [-0.06, -0.09, 0.08], [-0.04, -0.02, -0.02], [0.20, 0.14, 0.14], [-0.69, -0.74, -0.33], [0.03, -0.03, 0.02], [-0.06, 0.03, -0.01], [0.01, 0.05, -0.02], [0.13, 0.08, -0.07], [0.04, -0.01, -0.01], [-0.02, 0.04, 0.00], [0.00, -0.07, 0.03], [0.02, 0.00, -0.03], [0.00, 0.02, 0.02], [-0.03, -0.01, -0.02], [-0.01, 0.16, 0.13], [-0.87, -0.40, -0.01], [0.55, 0.20, 0.21], [0.04, 0.15, -0.18], [0.24, 0.77, 0.59], [0.23, -0.22, -0.39], [-0.03, 0.06, 0.22], [-0.16, -0.20, -0.04], [0.18, 0.02, 0.06], [-0.03, -0.05, -0.06], [0.11, 0.14, 0.02], [-0.20, -0.08, -0.18], [-0.02, 0.03, 0.01], [0.00, 0.03, -0.01], [0.00, 0.02, 0.02], [0.00, -0.01, -0.02], [0.01, 0.01, 0.02], [0.00, 0.00, -0.02], [-0.01, 0.00, 0.03], [0.01, -0.01, 0.02]]
}

***

(3)
{
  "formula": "C15H19Br2ClF4IO13PS3",
  "method": "ωB97M-V/def2-TZVPD",
  "energy_ha": -9402.009676,
  "smiles": "C/C(Br)=C(\\Br)[C@@H]1OS(=O)(=O)[C@@H](C(F)(F)C(F)F)[C@H](P(O)Cl)[C@@H]1CC(=O)I.O=S1(=O)OCCO1.O=S1(=O)OCCO1",
  "symbols": ["C", "C", "Br", "C", "Br", "C", "O", "S", "O", "O", "C", "C", "F", "F", "C", "F", "F", "C", "P", "O", "Cl", "C", "C", "C", "O", "I", "H", "H", "H", "H", "H", "H", "H", "H", "H", "H", "H", "O", "S", "O", "O", "C", "C", "O", "H", "H", "H", "H", "O", "S", "O", "O", "C", "C", "O", "H", "H", "H", "H"],
  "positions_angstrom": [[-4.5617, 2.5883, 0.8829], [-3.4856, 1.4439, 0.3091], [-4.1154, 0.4637, -1.3182], [-2.1525, 1.1630, 0.8895], [-1.6422, 2.2490, 2.5423], [-1.0328, 0.0862, 0.3932], [-0.8719, -0.0722, -1.0582], [0.6117, -0.7965, -1.4808], [0.5952, -0.9029, -3.0559], [1.8686, 0.0563, -1.0502], [0.6778, -2.4688, -0.6223], [2.0983, -3.2694, -0.7842], [1.9666, -4.7685, -0.6485], [3.0902, -2.7621, 0.2369], [2.8461, -3.0447, -2.2472], [2.0016, -3.7231, -3.2764], [4.1561, -3.7648, -2.2480], [0.3488, -2.1602, 0.9850], [0.5831, -3.7013, 2.1124], [-0.0450, -3.3334, 3.7333], [-0.5111, -5.3891, 1.3066], [-1.0760, -1.3685, 1.2194], [-2.4175, -2.2524, 0.9609], [-3.0254, -2.9861, 2.3359], [-3.4328, -4.2808, 2.2560], [-3.2764, -2.0086, 4.2766], [-5.6326, 2.0907, 0.7054], [-4.5420, 3.5501, 0.2185], [-4.4796, 2.7688, 2.0324], [0.0144, 0.5459, 0.7493], [-0.1897, -3.1916, -1.0074], [3.0698, -1.9247, -2.4994], [1.2009, -1.3930, 1.3176], [0.7921, -3.3317, 4.3105], [-1.0781, -1.0475, 2.3692], [-2.1662, -3.1608, 0.2296], [-3.3272, -1.6916, 0.4898], [9.7922, -1.9692, -0.5838], [8.7976, -2.4044, 0.3715], [9.1216, -2.7862, 1.7264], [7.9266, -3.6016, -0.3110], [6.5500, -3.2286, -0.3447], [6.5423, -1.7042, -0.4206], [7.6140, -1.2832, 0.4203], [6.0794, -3.5796, 0.5794], [6.0516, -3.6872, -1.2028], [5.5959, -1.2751, -0.0830], [6.7558, -1.3592, -1.4378], [-6.9634, 5.9863, -2.1476], [-5.9339, 6.0536, -1.1343], [-5.8716, 5.1442, -0.0138], [-5.8780, 7.5810, -0.5670], [-4.5715, 8.1165, -0.7707], [-4.0225, 7.3962, -1.9993], [-4.4838, 6.0523, -1.8811], [-3.9705, 7.8953, 0.1172], [-4.6214, 9.1991, -0.9149], [-2.9314, 7.4265, -2.0470], [-4.4386, 7.8162, -2.9211]],
  "forces_ev_per_angstrom": [[-0.68, -1.78, -0.92], [3.08, 0.48, 2.48], [0.79, 0.97, 1.70], [-3.62, 0.22, -2.35], [-0.41, -1.47, -2.00], [1.86, 0.53, 2.92], [1.56, -1.58, 0.53], [3.83, 3.63, -5.42], [-0.71, -0.31, 6.59], [-5.12, -3.48, -0.34], [-1.27, -2.08, 1.98], [2.08, -0.82, -0.35], [0.15, 4.96, 0.05], [-2.92, -1.65, -2.79], [0.43, -1.95, -0.91], [2.51, 2.16, 3.13], [-3.83, 1.88, 0.11], [-0.92, 1.86, -0.43], [1.29, -0.87, 1.57], [1.66, -0.02, -1.97], [0.15, 1.88, 0.62], [-0.53, 1.05, 0.34], [-0.01, -1.22, 0.12], [-1.84, -7.39, -1.90], [2.70, 8.87, 0.50], [0.23, -0.29, -1.38], [2.34, 1.13, 0.34], [0.28, -1.98, 1.53], [0.28, -0.25, -2.34], [-2.36, -0.74, -0.59], [1.97, 1.76, 0.36], [-0.67, -2.29, 0.29], [-1.68, -1.86, -0.41], [-1.71, -0.15, -1.32], [0.06, -0.62, -2.44], [-0.71, 1.86, 1.74], [1.84, -0.66, 0.98], [-1.09, -0.71, 1.42], [0.41, -0.02, 0.00], [-0.19, 0.67, -1.74], [0.71, 0.97, 0.17], [-0.70, 0.07, 0.21], [-0.23, -0.22, -0.68], [0.60, -0.82, 0.38], [-0.03, 0.06, -0.09], [0.40, 0.06, 0.22], [0.28, -0.01, 0.16], [-0.09, -0.06, 0.04], [1.25, -0.10, 1.66], [-0.48, 0.06, -0.45], [-0.31, 1.06, -1.51], [-0.14, -0.93, -0.64], [0.72, 0.06, 0.13], [-0.11, 0.72, -0.29], [-0.73, -0.20, 0.93], [0.00, 0.05, -0.10], [-0.24, -0.24, 0.02], [-0.21, -0.27, 0.08], [0.08, 0.03, 0.10]]
}